1.
{
  "formula": "C4H5O2",
  "method": "wB97M-V/def2-TZVPD",
  "symbols": ["O", "C", "C", "C", "H", "H", "H", "H", "C", "O", "H"],
  "coordinates": [[-2.40, -0.31, 1.80], [-1.20, 0.30, 1.45], [-0.62, -0.38, 0.29], [0.50, -0.20, -0.38], [-2.87, 0.24, 2.43], [-0.42, 0.25, 2.24], [-1.31, 1.37, 1.19], [-0.98, -0.49, -0.93], [1.78, -0.37, -0.11], [2.57, -0.52, 0.85], [3.35, -1.08, 0.65]],
  "orbital_gap_ha": 0.29920,
  "total_charge": 1,
  "lumo_ev": -6.696,
  "homo_energy_ev": -14.84
}

***

2.
{
  "formula": "C4H5O2",
  "method": "wB97M-V/def2-TZVPD",
  "symbols": ["C", "C", "C", "C", "O", "O", "H", "H", "H", "H", "H"],
  "coordinates": [[0.86, -0.90, -0.13], [3.03, 0.08, 0.08], [-0.21, -0.22, -0.07], [-1.40, 0.51, -0.03], [2.16, -0.99, -0.12], [2.68, 1.19, 0.29], [0.45, -1.95, 0.17], [4.14, -0.16, 0.15], [-1.97, 0.53, 0.91], [-2.10, 0.39, -0.75], [-0.97, 1.46, -0.44]],
  "orbital_gap_ha": 0.33876,
  "total_charge": 1,
  "lumo_ev": -6.768,
  "homo_energy_ev": -15.99
}

***

Energies, relative to the best one, in eV: 1 2.877; 2 0.000.

***

1.
{
  "formula": "C3H4BrNO",
  "method": "wB97M-V/def2-TZVPD",
  "symbols": ["C", "C", "C", "N", "O", "Br", "H", "H", "H", "H"],
  "coordinates": [[1.48, 2.02, 0.32], [-0.27, -0.76, -0.32], [1.56, 0.73, 0.86], [1.39, 2.94, -0.34], [0.00, -0.11, 0.86], [2.78, -0.40, -0.17], [-1.25, -1.25, -0.29], [0.49, -1.56, -0.35], [-0.30, -0.09, -1.36], [1.99, 0.80, 1.91]],
  "orbital_gap_ha": [0.26554, 0.26963],
  "total_charge": 0,
  "lumo_ev": [0.401, -3.423],
  "multiplicity": 3,
  "homo_energy_ev": [-6.82, -10.76]
}

***

2.
{
  "formula": "C3H4BrNO",
  "method": "wB97M-V/def2-TZVPD",
  "symbols": ["C", "C", "C", "N", "O", "Br", "H", "H", "H", "H"],
  "coordinates": [[-2.04, 1.64, 0.22], [-2.96, 0.94, 0.07], [0.22, -0.85, 0.04], [1.07, 0.15, -0.02], [0.85, 1.35, -0.37], [-4.29, -0.22, -0.01], [-1.41, 2.29, 0.67], [0.52, -1.90, 0.30], [-0.80, -0.55, -0.35], [2.13, 0.02, 0.16]],
  "orbital_gap_ha": [0.26149, 0.30796],
  "total_charge": 0,
  "lumo_ev": [0.762, -1.430],
  "multiplicity": 3,
  "homo_energy_ev": [-6.35, -9.81]
}

***

Energies, relative to the best one, in eV: 1 0.000; 2 1.262.

***

1.
{
  "formula": "C2H7N3",
  "method": "wB97M-V/def2-TZVPD",
  "symbols": ["H", "N", "C", "C", "N", "N", "H", "H", "H", "H", "H", "H"],
  "coordinates": [[-0.10, -2.07, -0.68], [-0.89, -1.42, -0.49], [-0.44, -0.26, -0.03], [-1.65, 0.63, 0.13], [0.70, 0.34, 0.30], [2.13, -0.13, -0.03], [-2.31, 0.14, -0.51], [-2.35, 0.77, 0.89], [-1.13, 1.54, -0.27], [1.03, 1.42, 0.21], [2.74, 0.22, 0.72], [2.26, -1.19, -0.25]],
  "orbital_gap_ha": 0.34576,
  "smiles": "[H]/N=C(/C)NN",
  "total_charge": 0,
  "lumo_ev": 0.739,
  "homo_energy_ev": -8.67
}

***

2.
{
  "formula": "C2H7N3",
  "method": "wB97M-V/def2-TZVPD",
  "symbols": ["C", "N", "C", "N", "N", "H", "H", "H", "H", "H", "H", "H"],
  "coordinates": [[-0.36, -2.18, -0.36], [-0.30, -0.75, -0.71], [0.28, 0.06, 0.08], [0.50, 1.37, -0.28], [0.27, 2.26, 0.76], [0.21, -2.86, -1.04], [-1.39, -2.52, -0.44], [0.04, -2.35, 0.67], [0.69, -0.24, 1.04], [-0.15, 1.60, -1.12], [0.93, 3.03, 0.67], [-0.73, 2.59, 0.74]],
  "orbital_gap_ha": 0.37996,
  "smiles": "C/N=C/NN",
  "total_charge": 0,
  "lumo_ev": 1.185,
  "homo_energy_ev": -9.15
}

***

Energies, relative to the best one, in eV: 1 1.968; 2 0.000.

***

1.
{
  "formula": "C2H7N3",
  "method": "wB97M-V/def2-TZVPD",
  "symbols": ["H", "N", "C", "N", "H", "H", "H", "C", "N", "H", "H", "H"],
  "coordinates": [[1.01, -2.45, -0.01], [-0.03, -2.70, 0.15], [-0.66, -1.96, -0.73], [-0.43, -0.57, -1.11], [-1.29, -2.46, -1.61], [-0.43, -0.50, -2.13], [-0.40, 0.21, -0.46], [0.31, 2.46, 1.12], [0.52, 1.32, 0.77], [-0.67, 2.91, 0.94], [0.84, 2.97, 1.87], [1.24, 0.77, 1.20]],
  "orbital_gap_ha": 0.34550,
  "smiles": "[H]/N=C\\N.C=N",
  "total_charge": 0,
  "lumo_ev": 0.964,
  "homo_energy_ev": -8.44
}

***

2.
{
  "formula": "C2H7N3",
  "method": "wB97M-V/def2-TZVPD",
  "symbols": ["H", "N", "C", "C", "N", "N", "H", "H", "H", "H", "H", "H"],
  "coordinates": [[-1.67, -1.79, -0.49], [-1.38, -0.89, -0.84], [-0.28, -0.43, -0.12], [0.14, -0.76, 1.09], [0.07, 0.78, -0.48], [1.24, 1.29, -0.03], [-0.59, -1.68, 1.47], [1.30, -0.84, 1.59], [-0.32, 0.03, 1.73], [-0.35, 0.83, -1.43], [2.10, 0.64, -0.19], [0.87, 1.75, 0.95]],
  "orbital_gap_ha": 0.33263,
  "smiles": "[H]/N=C(\\C)NN",
  "total_charge": 0,
  "lumo_ev": 0.563,
  "homo_energy_ev": -8.49
}

***

Energies, relative to the best one, in eV: 1 0.000; 2 1.254.

***

1.
{
  "formula": "C20H28N4O4",
  "method": "wB97M-V/def2-TZVPD",
  "symbols": ["C", "N", "C", "O", "C", "C", "C", "C", "N", "C", "C", "C", "C", "C", "C", "N", "C", "O", "C", "C", "C", "O", "N", "O", "C", "C", "C", "C", "H", "H", "H", "H", "H", "H", "H", "H", "H", "H", "H", "H", "H", "H", "H", "H", "H", "H", "H", "H", "H", "H", "H", "H", "H", "H", "H", "H"],
  "coordinates": [[-4.61, -3.53, 0.38], [-3.79, -2.45, 0.88], [-2.80, -1.90, 0.16], [-2.50, -2.24, -0.97], [-2.08, -0.74, 0.86], [-2.91, 0.55, 0.68], [-2.09, 1.73, 1.08], [-1.94, 2.25, 2.33], [-0.99, 3.24, 2.32], [-0.48, 3.35, 1.07], [0.52, 4.17, 0.57], [0.83, 4.06, -0.77], [0.16, 3.16, -1.60], [-0.83, 2.34, -1.11], [-1.16, 2.42, 0.24], [-0.78, -0.60, 0.25], [0.32, -0.25, 0.92], [0.32, -0.08, 2.14], [1.55, -0.04, 0.05], [2.80, 0.24, 0.90], [3.29, -1.01, 1.60], [4.17, -1.75, 1.18], [2.71, -1.23, 2.79], [3.02, -2.44, 3.44], [1.77, -1.19, -0.95], [1.44, -0.82, -2.40], [1.34, -2.09, -3.25], [2.49, 0.12, -2.98], [-4.50, -4.42, 1.00], [-5.66, -3.23, 0.36], [-4.28, -3.75, -0.63], [-3.96, -2.13, 1.82], [-1.92, -0.93, 1.92], [-3.20, 0.64, -0.37], [-3.82, 0.49, 1.28], [-2.46, 1.99, 3.24], [-0.68, 3.75, 3.13], [1.03, 4.88, 1.21], [1.61, 4.68, -1.19], [0.43, 3.11, -2.64], [-1.35, 1.65, -1.76], [-0.75, -0.78, -0.75], [1.34, 0.88, -0.51], [2.57, 1.01, 1.64], [3.60, 0.59, 0.25], [1.80, -0.85, 3.03], [3.72, -2.81, 2.87], [1.17, -2.06, -0.65], [2.82, -1.50, -0.91], [0.47, -0.31, -2.44], [2.27, -2.65, -3.20], [1.14, -1.84, -4.29], [0.53, -2.73, -2.89], [2.57, 1.03, -2.39], [2.25, 0.39, -4.00], [3.47, -0.37, -2.98]],
  "orbital_gap_ha": 0.31448,
  "smiles": "CNC(=O)[C@H](Cc1c[nH]c2ccccc12)NC(=O)[C@@H](CC(=O)NO)CC(C)C",
  "total_charge": 0,
  "lumo_ev": 0.506,
  "homo_energy_ev": -8.05
}

***

2.
{
  "formula": "C20H28N4O4",
  "method": "wB97M-V/def2-TZVPD",
  "symbols": ["C", "C", "C", "C", "C", "C", "O", "N", "C", "C", "C", "C", "C", "C", "C", "C", "C", "N", "N", "C", "C", "O", "C", "C", "O", "N", "C", "O", "H", "H", "H", "H", "H", "H", "H", "H", "H", "H", "H", "H", "H", "H", "H", "H", "H", "H", "H", "H", "H", "H", "H", "H", "H", "H", "H", "H"],
  "coordinates": [[5.51, -1.92, 3.66], [5.02, -1.41, 2.31], [3.66, -1.99, 1.95], [3.19, -1.62, 0.54], [2.92, -0.12, 0.38], [2.35, 0.12, -1.00], [3.05, 0.19, -1.99], [1.00, 0.29, -1.08], [0.37, 0.40, -2.40], [-0.58, -0.76, -2.61], [-1.93, -0.62, -2.34], [-2.78, -1.70, -2.46], [-2.28, -2.94, -2.84], [-0.93, -3.08, -3.10], [-0.08, -2.00, -2.98], [0.10, 0.20, 0.02], [-0.41, 1.37, 0.55], [0.08, 2.58, 0.20], [-1.37, 1.33, 1.53], [-1.86, 2.53, 2.18], [-2.98, 3.22, 1.40], [-2.44, 3.88, 0.27], [-3.42, 4.53, -0.50], [-1.93, 0.13, 1.96], [-2.82, 0.10, 2.78], [-1.39, -0.99, 1.41], [-0.37, -1.08, 0.45], [0.01, -2.17, 0.08], [5.60, -3.00, 3.65], [4.80, -1.65, 4.45], [6.48, -1.50, 3.91], [5.75, -1.69, 1.54], [4.97, -0.32, 2.34], [3.71, -3.08, 2.01], [2.92, -1.66, 2.68], [2.27, -2.17, 0.32], [3.95, -1.92, -0.19], [2.23, 0.22, 1.16], [3.85, 0.43, 0.45], [-0.18, 1.35, -2.46], [1.18, 0.38, -3.13], [-2.32, 0.35, -2.04], [-3.84, -1.58, -2.25], [-2.95, -3.78, -2.92], [-0.54, -4.04, -3.39], [0.98, -2.11, -3.17], [0.74, 2.56, -0.56], [-0.56, 3.36, 0.20], [-1.02, 3.22, 2.33], [-2.26, 2.21, 3.15], [-3.47, 3.95, 2.06], [-3.72, 2.47, 1.09], [-2.89, 5.00, -1.34], [-4.16, 3.82, -0.89], [-3.93, 5.30, 0.08], [-1.78, -1.87, 1.73]],
  "orbital_gap_ha": 0.32964,
  "smiles": "CCCCCC(=O)N(Cc1ccccc1)c1c(N)n(CCOC)c(=O)[nH]c1=O",
  "total_charge": 0,
  "lumo_ev": 0.438,
  "homo_energy_ev": -8.53
}

***

Energies, relative to the best one, in eV: 1 0.962; 2 0.000.

***

1.
{
  "formula": "C4H4",
  "method": "wB97M-V/def2-TZVPD",
  "symbols": ["C", "C", "C", "C", "H", "H", "H", "H"],
  "coordinates": [[2.78, 0.35, -0.10], [1.71, -0.17, 0.26], [0.23, -0.54, -0.09], [-0.89, 0.35, 0.20], [-0.01, -1.44, -0.79], [-0.55, 1.32, 0.51], [-1.73, -0.16, 0.76], [-1.54, 0.30, -0.75]],
  "orbital_gap_ha": [0.32908, 0.27758],
  "total_charge": 0,
  "lumo_ev": [0.991, -2.782],
  "multiplicity": 3,
  "homo_energy_ev": [-7.96, -10.34]
}

***

2.
{
  "formula": "C4H4",
  "method": "wB97M-V/def2-TZVPD",
  "symbols": ["C", "C", "C", "C", "H", "H", "H", "H"],
  "coordinates": [[-2.25, 0.12, -0.08], [-1.13, -0.24, 0.04], [1.51, 0.33, -0.07], [0.55, -0.58, -0.11], [-3.14, 0.58, 0.19], [2.59, 0.03, 0.04], [1.28, 1.34, -0.15], [0.60, -1.57, 0.14]],
  "orbital_gap_ha": [0.26567, 0.28532],
  "total_charge": 0,
  "lumo_ev": [1.138, -2.823],
  "multiplicity": 3,
  "homo_energy_ev": [-6.09, -10.59]
}

***

Energies, relative to the best one, in eV: 1 0.000; 2 0.518.

***

1.
{
  "formula": "C2HClNO2",
  "method": "wB97M-V/def2-TZVPD",
  "symbols": ["O", "C", "O", "C", "N", "Cl", "H"],
  "coordinates": [[-1.73, -0.07, 1.31], [-1.30, 0.17, 0.20], [-1.73, 0.77, -0.83], [0.24, -0.19, -0.11], [1.27, 0.03, 0.72], [2.73, -0.11, -0.14], [0.52, -0.60, -1.15]],
  "orbital_gap_ha": 0.30928,
  "smiles": "O=C([O-])/C=N/Cl",
  "total_charge": -1,
  "lumo_ev": 3.583,
  "homo_energy_ev": -4.83
}

***

2.
{
  "formula": "C2HClNO2",
  "method": "wB97M-V/def2-TZVPD",
  "symbols": ["C", "C", "N", "O", "O", "Cl", "H"],
  "coordinates": [[1.93, 0.98, -0.26], [-1.04, 0.39, 0.17], [1.50, -0.10, -0.20], [-0.88, 0.60, 1.32], [-1.17, 0.81, -0.92], [-1.27, -1.75, 0.01], [0.92, -0.93, -0.13]],
  "orbital_gap_ha": 0.34928,
  "total_charge": -1,
  "lumo_ev": 4.128,
  "homo_energy_ev": -5.38
}

***

Energies, relative to the best one, in eV: 1 1.575; 2 0.000.

***

1.
{
  "formula": "CH3I2O2P",
  "method": "wB97M-V/def2-TZVPD",
  "symbols": ["C", "O", "O", "P", "I", "I", "H", "H", "H"],
  "coordinates": [[-0.33, -0.67, 1.17], [-0.60, 1.74, -0.16], [1.34, 0.13, -0.67], [-0.20, 0.36, -0.34], [1.86, 1.32, -2.14], [-1.43, -0.63, -2.21], [0.29, -1.60, 0.94], [0.33, 0.10, 1.66], [-1.26, -0.75, 1.76]],
  "orbital_gap_ha": 0.31553,
  "total_charge": 0,
  "lumo_ev": -1.173,
  "homo_energy_ev": -9.76
}

***

2.
{
  "formula": "CH3I2O2P",
  "method": "wB97M-V/def2-TZVPD",
  "symbols": ["C", "O", "P", "O", "I", "I", "H", "H", "H"],
  "coordinates": [[-0.08, -0.39, 0.27], [-1.37, -0.27, -0.38], [-2.59, -0.04, 0.55], [-2.03, -0.34, 2.39], [-4.39, -1.50, -0.08], [-3.31, 2.25, 0.20], [0.34, -1.34, -0.17], [-0.28, -0.41, 1.34], [0.52, 0.48, -0.11]],
  "orbital_gap_ha": 0.29356,
  "smiles": "COP(=O)(I)I",
  "total_charge": 0,
  "lumo_ev": -1.536,
  "homo_energy_ev": -9.52
}

***

Energies, relative to the best one, in eV: 1 0.000; 2 2.013.